Record 1
This record from OMol25 describes a cluster of 2 separate species, H3NO4P in total in a non-equilibrium geometry. The level of theory is ωB97M-V/def2-TZVPD.

Cartesian coordinates (Å):
N1 -0.08 1.75 -2.02
O1 0.16 -1.41 2.69
O2 -0.54 0.65 0.45
O3 -0.28 -0.90 -1.65
O4 1.08 -0.55 -1.21
P1 -0.10 0.59 -0.98
H1 -0.07 -0.61 2.20
H2 -0.37 2.56 -1.49
H3 0.21 -2.08 2.01

- HOMO level (eV) = -4.813
- net charge = -1
- E_tot (hartree) = -698.91340
- lowest unoccupied orbital energy (eV) = 4.132
- gap between HOMO and LUMO (eV) = 8.945


Record 2
This record from OMol25 describes a structure of composition C28H43BCl3F2MgNaO9SV in a non-equilibrium geometry. The level of theory is ωB97M-V/def2-TZVPD.

Cartesian coordinates (Å):
C1 3.00 1.24 3.77
C2 3.19 0.63 2.32
C3 3.57 -0.89 2.31
C4 5.03 -1.11 2.88
B1 2.50 -1.86 3.03
C5 2.93 -3.42 3.29
C6 3.03 -3.71 4.86
C7 4.54 -3.95 5.32
Cl1 4.92 -2.95 6.80
C8 1.03 -1.40 3.50
C9 -0.13 -1.84 2.45
C10 -1.53 -1.88 3.20
O1 -2.55 -1.32 2.47
C11 -3.59 -0.85 3.34
H1 3.69 2.10 3.93
H2 1.94 1.64 3.83
H3 3.15 0.51 4.60
H4 2.34 0.86 1.63
H5 4.07 1.18 1.88
H6 3.60 -1.20 1.24
H7 4.93 -1.30 3.98
H8 5.69 -0.24 2.68
H9 5.52 -2.01 2.44
H10 2.10 -4.03 2.85
H11 3.87 -3.64 2.74
H12 2.67 -2.87 5.46
H13 2.41 -4.64 5.05
H14 4.70 -5.03 5.55
H15 5.29 -3.65 4.54
H16 0.92 -0.28 3.64
H17 0.79 -1.98 4.44
H18 -0.16 -1.01 1.71
H19 0.14 -2.81 1.99
H20 -1.83 -2.90 3.54
H21 -1.43 -1.24 4.19
H22 -3.57 -1.47 4.28
H23 -4.59 -1.00 2.87
H24 -3.40 0.22 3.62
C12 -1.46 1.01 0.04
C13 -0.60 1.68 0.91
C14 -0.11 2.93 0.57
C15 -0.47 3.52 -0.63
C16 -1.31 2.84 -1.51
C17 -1.82 1.59 -1.17
C18 -1.66 3.43 -2.82
O2 -2.40 2.85 -3.60
C19 -1.09 4.75 -3.19
C20 -1.37 5.31 -4.46
C21 -0.84 6.57 -4.81
C22 -0.07 7.26 -3.90
C23 0.21 6.71 -2.65
C24 -0.30 5.45 -2.30
C25 0.04 4.87 -0.97
O3 0.73 5.49 -0.19
H25 -1.85 0.03 0.31
H26 -0.31 1.22 1.85
H27 0.55 3.45 1.25
H28 -2.48 1.06 -1.84
H29 -1.99 4.77 -5.17
H30 -1.05 6.99 -5.78
H31 0.33 8.23 -4.16
H32 0.83 7.25 -1.95
O4 4.90 -7.66 5.29
H33 4.20 -8.34 5.22
H34 5.53 -7.72 4.54
H35 5.37 -7.72 6.16
Cl2 2.09 -2.64 0.41
O5 -0.43 3.93 -7.33
V1 0.37 2.63 -6.56
O6 1.18 1.30 -5.87
F1 -3.09 6.40 -3.36
Na1 1.92 -6.39 5.52
Cl3 0.78 -3.54 5.57
O7 -3.70 -1.30 -8.46
S1 -4.93 -0.87 -7.85
O8 -5.49 0.41 -8.13
O9 -4.81 -1.05 -6.26
C26 -3.72 -0.39 -5.59
C27 -3.93 1.11 -5.48
C28 -6.16 -2.09 -8.13
H36 -2.77 -0.62 -6.08
H37 -3.68 -0.82 -4.58
H38 -3.92 1.58 -6.47
H39 -3.15 1.57 -4.88
H40 -4.90 1.33 -5.03
H41 -5.76 -3.07 -7.88
H42 -6.44 -2.05 -9.18
H43 -7.03 -1.86 -7.51
F2 -2.62 -3.29 1.14
Mg1 -0.08 0.00 4.72

- HOMO level (eV) = -8.734
- net charge = +1
- E_tot (hartree) = -5078.57797
- lowest unoccupied orbital energy (eV) = -7.157
- gap between HOMO and LUMO (eV) = 1.576


Record 3
This record from OMol25 describes a cluster of 2 separate species, C2H3NO2 in total in a non-equilibrium geometry. The level of theory is ωB97M-V/def2-TZVPD.

Cartesian coordinates (Å):
C1 0.12 -0.34 0.14
C2 0.17 1.42 3.26
N1 0.71 0.16 -0.82
O1 0.21 1.25 4.36
O2 -0.84 0.28 0.77
H1 0.02 -1.36 0.37
H2 -1.02 1.24 0.51
H3 1.36 -0.32 -1.36

- HOMO level (eV) = -10.211
- net charge = 0
- E_tot (hartree) = -283.21073
- lowest unoccupied orbital energy (eV) = 1.020
- gap between HOMO and LUMO (eV) = 11.231


Across the entries above, molar mass takes the values 112.0; 809.1; 73.1 g mol⁻¹, respectively.